ORCA calculation (ωB97M-V/def2-TZVPD) on C40H100N6O14Zn as an isolated structure.

The geometry in XYZ format:
```
161
Properties=species:S:1:pos:R:3:forces:R:3
Zn -3.22723 20.42907 -9.76800 0.5223 -1.0928 2.1155
C -2.79355 21.53931 -5.73512 0.2285 0.6831 -0.2196
C -1.85589 21.34483 -6.92995 -1.3208 -0.6156 -1.0507
O -2.47076 21.55811 -8.18884 -0.0012 -0.5483 -0.2004
H -3.51866 20.74670 -5.55047 0.1870 -0.1901 -0.1098
H -3.36540 22.45834 -5.86345 0.0022 0.1508 -0.0798
H -2.13888 21.69350 -4.87738 -0.2274 -0.2144 0.4546
H -1.47770 20.32536 -6.85414 0.3005 -0.4500 -0.0096
H -0.98921 21.98423 -6.76220 0.1675 0.4123 -0.2521
C -1.89076 16.38378 -9.62155 0.2637 0.8300 -1.3726
C -2.85470 17.48024 -9.19453 -0.1161 0.2710 1.4235
O -3.31796 18.44230 -10.07550 0.6331 0.1742 -0.5826
H -1.54454 15.73329 -8.81837 -0.6435 -0.2258 0.1314
H -0.96576 16.87257 -9.92741 0.1588 0.0583 -0.4321
H -2.31091 15.87199 -10.48737 0.2144 -0.5360 0.0372
H -2.29079 17.91622 -8.36989 -0.0501 0.5920 0.6137
H -3.70787 16.99324 -8.72226 -0.4495 -0.3445 0.2663
C -10.24661 18.69667 -12.47045 -0.3667 0.2184 -0.3431
O -8.87242 18.62494 -12.23609 1.3148 -0.5372 0.5195
C -8.45983 17.53160 -11.37187 -1.6961 -0.6854 -1.0666
C -8.35868 16.19376 -12.20933 1.8936 0.6947 0.4802
N -7.69752 15.07297 -11.46962 -1.1257 0.4578 0.1972
C -6.25019 15.21576 -11.31318 0.5398 -0.8011 -0.0269
C -5.47945 13.89487 -11.05396 -1.1164 -0.2377 1.0699
O -5.58250 13.35685 -9.73575 -0.2079 -0.2771 0.0901
C -4.78065 13.91826 -8.71059 -0.0697 0.1549 -0.5897
H -10.38665 19.41775 -13.27576 -0.0080 0.0017 -0.0365
H -10.81382 19.05841 -11.61282 0.0382 -0.0177 0.3272
H -10.68788 17.75490 -12.79672 0.0349 -0.1953 -0.0163
H -9.31001 17.42269 -10.69849 0.2028 -0.3677 0.5528
H -7.58664 17.79112 -10.77331 0.1635 0.0942 -0.4643
H -7.71851 16.32658 -13.08147 0.0999 0.8321 -0.2992
H -9.33823 16.02557 -12.65689 -0.0947 -0.7631 0.6286
H -7.94889 14.20703 -11.92466 0.1785 -0.1250 0.0577
H -6.02711 15.92368 -10.51494 0.0597 0.1393 -0.0461
H -5.73328 15.53248 -12.21905 -0.2264 0.7084 -0.4719
H -4.43815 13.95853 -11.36979 0.2030 0.3744 0.1110
H -5.93695 13.11069 -11.65717 -0.0220 -0.0082 -0.2590
H -4.83321 13.31880 -7.80175 -0.2985 -0.2384 -0.2226
H -5.12475 14.91953 -8.45145 0.1678 0.2564 -0.0097
H -3.73951 13.92915 -9.03311 0.2258 0.2686 -0.0010
C -2.14115 17.57599 -14.93313 -0.1049 -0.6054 -0.0026
O -3.51426 17.94189 -14.74029 0.4890 0.5997 0.0903
C -3.92604 17.92174 -13.37473 0.4916 -0.6182 1.2894
C -5.34033 18.46439 -13.14397 1.4113 -0.6273 -1.2420
N -5.37503 19.82462 -13.66590 -1.5957 0.2555 0.2616
C -6.81149 20.20608 -13.72442 0.5317 -0.2262 -0.7907
C -7.14465 21.36750 -14.61887 -0.0564 1.4172 0.5670
O -7.05700 21.10857 -15.98941 0.4214 -0.9883 -0.7012
C -7.14268 22.24437 -16.82521 0.3232 0.3517 0.6456
H -1.74934 17.82815 -15.91852 -0.7278 0.3561 -0.1977
H -2.02640 16.49384 -14.87088 -0.1246 -0.2340 0.2223
H -1.41262 17.99940 -14.24170 -0.3957 0.3590 0.5040
H -3.23503 18.41459 -12.69084 0.2912 0.8801 -0.2683
H -3.81024 16.92835 -12.94129 -0.4856 -0.6473 -0.3155
H -5.63338 18.41849 -12.09510 0.4303 0.1665 0.1997
H -6.04162 17.81030 -13.66210 -0.2419 -0.0225 -0.2822
H -4.94838 19.84758 -14.58107 -0.0750 -0.1550 -0.2627
H -7.13036 20.35920 -12.69341 -0.1908 0.3790 -0.0805
H -7.44747 19.39477 -14.07856 0.1661 -0.4143 -0.0184
H -6.52661 22.23340 -14.38149 0.4478 0.2417 0.1366
H -8.15625 21.69778 -14.38291 -0.4180 -0.0350 0.1038
H -7.96672 22.88177 -16.50463 -0.5032 -0.0918 -0.3806
H -7.17342 21.95260 -17.87498 -0.4307 -0.2373 0.2493
H -6.27301 22.89541 -16.73610 0.4664 -0.0508 0.2268
C 2.03242 16.82704 -4.95313 0.8596 -0.0277 0.6902
O 1.31533 17.87966 -5.49855 0.5759 -0.1597 -1.0551
C 0.04557 18.01041 -4.96583 -0.6444 0.5626 -0.1295
C -0.87939 16.87473 -5.34012 -1.6769 -0.0843 0.2227
N -2.14668 16.92138 -4.56287 -0.1241 0.7844 0.3980
C -2.92896 18.15263 -4.78545 -0.4348 -0.4634 0.2747
C -4.30749 18.19310 -4.07539 -0.3740 0.2281 -0.6419
O -5.23293 17.12191 -4.30850 0.4447 -1.5755 0.2462
C -5.61765 16.81172 -5.65559 0.3917 1.0047 0.2505
H 3.08116 17.01110 -5.18630 0.0015 -0.1987 -0.0230
H 1.76106 15.81771 -5.26249 -0.1885 -0.0221 -0.4495
H 1.91178 16.84393 -3.86996 0.1470 -0.0543 0.3745
H -0.32344 18.92616 -5.42772 -0.1794 0.1506 0.3466
H 0.12577 18.12879 -3.88525 -0.2587 0.0022 0.3338
H -0.38467 15.91279 -5.20583 -0.1884 -0.0109 0.1733
H -1.13678 16.99566 -6.39237 0.2901 -0.1495 -0.4945
H -2.75402 16.11771 -4.63596 0.3511 -0.3345 -0.3701
H -3.16052 18.37359 -5.82740 0.5166 -0.0763 -0.6157
H -2.31576 18.95868 -4.38252 -0.3672 0.3547 -0.1402
H -4.96717 19.00881 -4.37125 0.9302 1.0773 -0.4161
H -4.11794 18.38212 -3.01877 -0.4378 -0.9319 0.2652
H -6.32899 15.98595 -5.66946 0.3790 -0.1701 0.3613
H -4.77408 16.64120 -6.32449 0.2949 -0.4992 0.1643
H -6.13744 17.63739 -6.14159 -0.2627 0.5170 0.2243
C -5.74551 19.89492 -7.84194 1.1207 -0.6917 -0.3693
O -5.13322 20.57290 -8.96184 -2.9218 0.5469 0.5193
C -6.14631 21.20809 -9.78998 1.7453 0.8093 -0.2481
C -5.35847 22.03964 -10.85205 -1.0102 -1.2740 0.7197
N -4.27070 21.20136 -11.39165 -0.3252 1.6119 0.5248
C -3.30920 22.05915 -12.06009 0.2627 0.3811 -0.2744
C -1.94072 21.36778 -12.19780 -1.0618 1.8885 0.9406
O -1.62774 20.79396 -10.92212 -0.6577 1.9463 -1.7381
C -0.44486 20.09246 -10.89503 0.4045 -1.7171 0.8794
H -6.26651 20.52926 -7.12481 0.0432 0.3979 -0.3184
H -4.93357 19.38115 -7.32727 0.0908 0.2004 0.0496
H -6.39858 19.09805 -8.19776 -0.2789 0.1080 -0.1802
H -6.73451 21.92721 -9.21990 -0.1288 -0.2015 0.3161
H -6.80929 20.48023 -10.25771 0.0592 -0.2823 0.0231
H -4.97318 22.95640 -10.40574 0.1284 -0.1854 0.1054
H -6.07863 22.30222 -11.62698 0.0160 0.2521 -0.2329
H -4.69738 20.65861 -12.12886 -0.0632 -1.0327 -0.4583
H -3.31783 23.00641 -11.52091 0.7984 -0.1077 0.3114
H -3.64835 22.36300 -13.05041 -0.0748 -0.2525 -0.3879
H -1.25878 22.20468 -12.34832 0.4875 -0.3176 -0.4779
H -2.03678 20.73355 -13.07906 0.6360 -0.7792 0.3766
H 0.45304 20.65085 -11.15975 -0.2235 0.1055 -0.6047
H -0.70346 19.19517 -11.45726 1.1397 -0.3134 -0.3660
H -0.28860 19.77804 -9.86313 -0.0790 -0.0075 0.0893
C 8.34523 10.26297 -5.60279 0.1077 0.4810 -1.2174
O 7.54530 11.06234 -6.46296 -1.5079 0.3404 -0.0114
C 7.68156 10.79659 -7.85619 0.3330 -0.0971 0.3418
C 6.92817 11.77810 -8.74007 1.1942 0.3285 0.2872
N 5.54384 11.67527 -8.54947 -2.8413 -0.5872 0.2664
C 4.67208 12.70892 -9.15077 1.1107 -0.2107 0.9155
C 3.23394 12.67198 -8.58868 1.4572 -0.2981 -0.9642
O 2.54176 13.79133 -9.07416 1.5987 -0.9145 -0.6445
C 1.35908 13.94910 -8.42852 -1.7524 1.1967 0.0925
H 8.16201 10.46233 -4.54696 -0.2207 0.4044 -0.2475
H 9.34116 10.59307 -5.89818 0.6441 -0.7904 0.5873
H 8.14969 9.20455 -5.77485 0.2939 -0.1786 -0.1050
H 7.29653 9.82085 -8.15248 -0.1563 -0.4392 0.4311
H 8.74551 10.77624 -8.09220 0.2464 0.2496 -0.2432
H 7.20679 11.48808 -9.75317 -0.0177 0.0898 -0.2974
H 7.24575 12.81019 -8.59165 0.5589 0.2994 0.1167
H 5.30172 11.53851 -7.57851 0.2033 0.1102 0.1321
H 4.77527 12.58277 -10.22852 -0.6743 0.0636 -0.1336
H 5.08553 13.69080 -8.92041 0.0148 0.4422 -0.0005
H 3.22294 12.71787 -7.49970 0.2990 -0.1951 0.2699
H 2.80678 11.72566 -8.92052 -0.5429 -0.0824 0.0851
H 0.89714 14.76063 -8.99078 -0.6000 -0.0132 0.3531
H 1.45491 14.25437 -7.38654 0.2859 0.1575 0.3226
H 0.70830 13.07475 -8.41896 -0.0692 -0.3302 -0.3189
C -2.26473 13.78759 -6.20444 0.5883 0.0222 0.0759
O -3.08650 14.06448 -5.04700 0.3973 -0.6256 -1.1809
C -2.73665 13.22358 -3.94249 0.4845 1.1959 1.0410
C -3.60146 13.51981 -2.64719 0.2051 -0.0808 -1.8091
N -4.87606 12.82802 -2.70032 -0.1393 -0.3444 0.6817
C -5.70726 13.15461 -3.84021 -1.6502 -0.7187 -0.3502
C -7.14164 12.47429 -3.74422 0.8190 0.5788 0.9537
O -7.96622 12.78163 -4.82562 0.0006 0.1420 -0.9400
C -9.26014 12.23054 -4.72325 -0.2461 0.4570 -0.3686
H -2.29207 12.75893 -6.56391 -0.5982 -0.2634 0.2354
H -1.19763 13.96781 -6.07441 0.2935 0.0196 0.9921
H -2.40885 14.42908 -7.07382 -1.1569 0.2810 0.3542
H -1.68861 13.43893 -3.73431 0.3096 0.0425 0.3085
H -2.75307 12.15892 -4.17556 -0.4622 -0.2072 -0.3022
H -3.78146 14.58885 -2.53375 0.1429 0.1101 -0.1874
H -3.05052 13.18633 -1.76778 0.0538 -0.0987 -0.0778
H -4.62628 11.84992 -2.73237 -0.3734 -0.3281 0.0493
H -5.26760 12.80508 -4.77436 0.0422 0.2468 -0.3198
H -5.84372 14.23564 -3.86939 0.0588 0.0253 -0.1482
H -7.66510 12.83925 -2.86054 0.2663 0.0379 0.5363
H -7.06738 11.39163 -3.64208 0.3357 -0.3213 0.0363
H -9.75836 12.48837 -3.78869 0.1386 0.0549 0.3364
H -9.31276 11.14962 -4.85341 0.3802 -0.2341 0.0789
H -9.85980 12.67247 -5.51899 0.1126 0.0186 -0.0711
```
Forces are in eV/Å.

Lowest unoccupied orbital energy: 0.4 eV
Molar mass: 954.66 Da
Relative energy (zero: lowest compared OMol25 entry of this formula, charge and spin): 0.0 kcal/mol
DFT total energy: -129114.473 eV